1.
A molecular structure, C22H33Cl2N4O3Yb. Source: the OMol25 dataset; level of theory: ωB97M-V with the def2-TZVPD basis set.

## Properties
ΔE to the lowest compared entry with this formula, charge and spin	0.0000	eV
2S+1	2
Kohn-Sham gap (spin up / spin down)	5.94 / 5.94	eV
HOMO level (spin up / spin down)	-5.55 / -5.54	eV
LUMO energy (spin up / spin down)	0.01447 / 0.01441	Ha

Element x y z (Å)
O: -0.827 -1.891 0.153
C: -1.020 -2.574 -0.866
C: -1.629 -3.915 -0.790
C: -1.325 -4.742 0.313
H: -0.579 -4.396 1.030
C: -1.983 -5.956 0.476
H: -1.721 -6.609 1.312
C: -2.994 -6.332 -0.423
H: -3.536 -7.270 -0.273
C: -3.307 -5.508 -1.512
H: -4.101 -5.803 -2.201
C: -2.628 -4.302 -1.700
H: -2.857 -3.633 -2.534
H: -0.829 -2.113 -1.851
C: 0.713 -3.268 -3.774
C: 1.154 -1.957 -4.181
H: 1.253 -4.057 -4.324
H: -0.369 -3.372 -3.925
H: 0.953 -3.353 -2.698
C: 1.080 -0.682 -3.883
C: 2.170 0.295 -4.295
H: 0.269 -0.270 -3.245
H: 2.713 -0.081 -5.176
H: 2.877 0.425 -3.464
H: 1.725 1.275 -4.495
Yb: 0.137 0.106 0.260
Cl: 2.054 -1.506 -0.722
Cl: -1.702 0.243 -1.797
C: 3.265 0.747 0.824
O: 2.102 1.136 1.025
N: 4.298 1.554 0.597
C: 4.144 2.999 0.675
C: 5.646 1.052 0.391
H: 3.498 -0.330 0.776
H: 3.095 3.279 0.577
H: 4.744 3.448 -0.120
H: 4.542 3.377 1.625
H: 5.590 -0.018 0.161
H: 6.264 1.199 1.288
H: 6.117 1.595 -0.437
H: -1.322 5.566 -1.232
H: -3.868 4.485 -0.326
C: -1.250 4.567 -1.684
C: -3.493 3.714 -1.014
N: -2.045 3.609 -0.930
H: -0.206 4.243 -1.702
C: -1.468 2.694 -0.146
O: -0.236 2.515 -0.002
H: -3.930 2.749 -0.737
H: -2.180 2.012 0.355
H: -1.651 4.647 -2.702
H: -3.787 3.984 -2.033
N: -1.370 1.871 6.509
C: -1.143 1.466 5.240
C: -0.431 2.296 4.341
C: -0.256 1.845 3.035
N: -0.715 0.656 2.597
C: -1.399 -0.139 3.451
C: -1.628 0.215 4.780
H: -1.039 2.759 6.844
H: -1.881 1.283 7.159
H: -0.039 3.268 4.631
H: 0.277 2.451 2.301
H: -1.760 -1.086 3.031
H: -2.177 -0.463 5.436

Löwdin atomic charge list, values in e, 6 entries: O -0.2159; C -0.2753; C -0.1726; C -0.0187; H 0.1205; C -0.0792

=====

2.
C6H9N in the gas phase. Source: the OMol25 dataset; level of theory: ωB97M-V with the def2-TZVPD basis set.

## Properties
ΔE to the lowest compared entry with this formula, charge and spin	3.1351	eV
SMILES	C#CCNC(=C)C
Kohn-Sham gap	9.57	eV
HOMO level	-8.57	eV
LUMO energy	0.03656	Ha

Element x y z (Å)
C: -0.345 1.814 0.069
C: -0.437 0.515 -0.686
C: 0.352 0.177 -1.701
C: 0.819 -1.248 0.829
C: 2.005 -1.066 0.911
C: -0.633 -1.450 0.726
N: -1.314 -0.462 -0.140
H: 0.605 2.319 -0.123
H: -0.413 1.624 1.147
H: -1.160 2.495 -0.201
H: 1.158 0.822 -2.032
H: 0.245 -0.792 -2.182
H: 3.054 -0.874 0.911
H: -0.824 -2.464 0.355
H: -1.048 -1.392 1.739
H: -2.063 -0.020 0.379

Löwdin atomic charge list, values in e, 6 entries: C -0.0506; C -0.4598; C 0.0365; C -0.1460; C 0.1174; C -0.2084

=====

3.
A molecular structure, C3H4N2O. Source: the OMol25 dataset; level of theory: ωB97M-V with the def2-TZVPD basis set.

## Properties
ΔE to the lowest compared entry with this formula, charge and spin	2.9479	eV
Kohn-Sham gap	11.10	eV
HOMO level	-10.12	eV
LUMO energy	0.03615	Ha

Element x y z (Å)
C: 0.786 -0.105 -1.413
C: 0.134 0.042 -0.108
N: -0.423 -1.096 0.243
O: -1.171 -0.739 1.338
C: -0.868 0.522 1.588
N: -0.016 1.064 0.776
H: 0.039 -0.615 -2.056
H: 1.396 0.577 -1.986
H: 1.528 -0.644 -0.769
H: -1.405 0.995 2.386

Löwdin atomic charge list, values in e, 6 entries: C -0.0173; C -0.4690; N 0.1012; O -0.0006; C -0.1947; N 0.1662

=====

4.
3 unconnected molecules or ions with the total composition C14H34N2O5S. Source: the OMol25 dataset; level of theory: ωB97M-V with the def2-TZVPD basis set.

## Properties
SMILES	CCOC(=O)OCSCC.COC[C@@H](C)N.COC[C@@H](C)N
Kohn-Sham gap	9.43	eV
HOMO level	-8.66	eV
LUMO energy	0.02806	Ha

Element x y z (Å)
C: 0.415 0.182 -1.207
C: -0.097 1.338 -0.383
O: -1.530 1.286 -0.268
C: -2.200 1.923 -1.229
O: -1.767 2.247 -2.329
O: -3.479 2.189 -0.838
C: -4.309 1.030 -0.865
S: -5.967 1.619 -0.494
C: -7.058 0.501 -1.423
C: -8.167 -0.042 -0.506
H: 0.206 -0.745 -0.698
H: 1.478 0.263 -1.379
H: -0.055 0.171 -2.181
H: 0.227 2.298 -0.761
H: 0.321 1.233 0.606
H: -4.253 0.539 -1.832
H: -3.954 0.332 -0.116
H: -6.511 -0.296 -1.902
H: -7.523 1.091 -2.202
H: -8.127 0.452 0.455
H: -8.003 -1.095 -0.321
H: -9.145 0.135 -0.928
C: 1.648 -4.371 -0.965
C: 1.169 -3.860 -2.319
C: 1.607 -4.735 -3.502
O: 2.960 -4.585 -3.878
C: 3.888 -5.337 -3.120
N: 1.586 -2.463 -2.472
H: 2.706 -4.163 -0.802
H: 1.099 -3.879 -0.163
H: 1.491 -5.447 -0.869
H: 0.074 -3.878 -2.306
H: 1.029 -4.431 -4.379
H: 1.378 -5.793 -3.317
H: 3.468 -6.299 -2.812
H: 4.226 -4.787 -2.239
H: 4.755 -5.523 -3.754
H: 1.176 -2.085 -3.322
H: 2.585 -2.462 -2.657
C: 3.076 3.841 2.275
C: 1.743 3.463 2.912
C: 1.630 3.853 4.392
O: 2.341 3.015 5.280
C: 3.718 3.307 5.421
N: 1.502 2.033 2.697
H: 3.877 3.167 2.575
H: 3.000 3.786 1.189
H: 3.366 4.859 2.540
H: 0.960 4.014 2.382
H: 0.582 3.762 4.687
H: 1.918 4.902 4.546
H: 3.910 4.381 5.350
H: 4.319 2.779 4.676
H: 4.027 2.962 6.407
H: 0.569 1.802 3.027
H: 2.118 1.520 3.321

Löwdin atomic charge list, values in e, 6 entries: C -0.0783; C -0.2050; O 0.0370; C -0.5628; O 0.1310; O -0.0677

=====

5.
C3H4F2O2 in the gas phase. Source: the OMol25 dataset; level of theory: ωB97M-V with the def2-TZVPD basis set.

## Properties
ΔE to the lowest compared entry with this formula, charge and spin	0.7763	eV
SMILES	O=C(CO)C(F)F
Kohn-Sham gap	10.64	eV
HOMO level	-10.16	eV
LUMO energy	0.01784	Ha

Element x y z (Å)
C: -0.347 0.408 0.586
C: 1.095 0.596 -0.147
C: -1.414 -0.672 0.033
O: -0.696 1.232 1.346
O: 1.578 -0.548 -0.810
F: -2.183 -0.074 -0.899
F: -2.288 -0.868 1.023
H: 1.083 1.519 -0.825
H: 1.750 0.760 0.739
H: -1.102 -1.738 -0.327
H: 2.524 -0.614 -0.719

Löwdin atomic charge list, values in e, 6 entries: C -0.2504; C -0.1629; C -0.3282; O 0.1480; O -0.0706; F 0.0693

=====

6.
A gas-phase ion, C6H16NO (charge +1). Source: the OMol25 dataset; level of theory: ωB97M-V with the def2-TZVPD basis set.

## Properties
ΔE to the lowest compared entry with this formula, charge and spin	1.5979	eV
SMILES	[NH3+]CCCCCCO
Kohn-Sham gap	11.15	eV
HOMO level	-14.33	eV
total charge	+1
LUMO energy	-0.11698	Ha

Element x y z (Å)
O: -1.869 -1.540 -0.993
C: -1.815 -0.842 0.220
C: -1.545 0.635 0.082
C: -0.615 1.169 1.305
C: 0.894 0.683 1.369
C: 1.747 0.861 0.152
C: 1.855 -0.462 -0.754
N: 0.733 -0.791 -1.611
H: -2.692 -2.042 -1.074
H: -0.991 -1.279 0.749
H: -2.710 -1.007 0.804
H: -1.091 0.951 -0.848
H: -2.522 1.107 0.120
H: -1.199 0.890 2.246
H: -0.581 2.270 1.207
H: 0.962 -0.363 1.707
H: 1.511 1.193 2.170
H: 2.686 1.157 0.470
H: 1.188 1.708 -0.302
H: 2.739 -0.382 -1.415
H: 2.060 -1.355 -0.133
H: 0.870 -1.677 -2.161
H: -0.120 -0.900 -1.054
H: 0.506 0.013 -2.259

Löwdin atomic charge list, values in e, 6 entries: O -0.0775; C -0.2874; C -0.1615; C -0.1366; C -0.2305; C -0.1559

=====

Number 1: calculated total energy -92029.0500 eV. Number 2: calculated total energy -7855.0245 eV. Number 3: calculated total energy -8200.9375 eV. Number 4: calculated total energy -39120.5647 eV. Number 5: calculated total energy -12704.3118 eV. Number 6: calculated total energy -10011.7145 eV.